{
  "formula": "C24H68O26S8",
  "method": "ωB97M-V/def2-TZVPD",
  "elements": ["C", "C", "O", "S", "C", "O", "O", "H", "H", "H", "H", "H", "H", "H", "H", "C", "C", "O", "S", "C", "O", "O", "H", "H", "H", "H", "H", "H", "H", "H", "C", "C", "O", "S", "C", "O", "O", "H", "H", "H", "H", "H", "H", "H", "H", "C", "C", "O", "S", "C", "O", "O", "H", "H", "H", "H", "H", "H", "H", "H", "C", "C", "O", "S", "C", "O", "O", "H", "H", "H", "H", "H", "H", "H", "H", "C", "C", "O", "S", "C", "O", "O", "H", "H", "H", "H", "H", "H", "H", "H", "C", "C", "O", "S", "C", "O", "O", "H", "H", "H", "H", "H", "H", "H", "H", "C", "C", "O", "S", "C", "O", "O", "H", "H", "H", "H", "H", "H", "H", "H", "O", "H", "H", "O", "H", "H"],
  "xyz": [[23.416140, 10.760770, -10.591040], [24.400840, 11.962010, -10.827440], [24.179230, 12.707290, -9.677980], [23.197690, 14.079370, -9.662410], [24.403280, 15.425280, -9.810840], [22.308250, 14.081340, -10.868720], [22.689040, 14.102760, -8.275660], [23.845720, 9.981180, -9.961920], [23.277290, 10.118980, -11.461050], [22.449590, 11.047930, -10.177010], [25.372410, 11.480950, -10.940280], [24.197580, 12.464760, -11.772970], [23.971500, 16.423970, -9.745400], [24.968900, 15.378810, -10.741430], [25.014140, 15.312060, -8.915220], [17.312720, 8.080310, -16.775580], [17.301830, 9.328400, -15.949090], [17.714180, 8.958390, -14.661960], [17.399500, 10.132710, -13.435890], [18.651460, 11.516970, -13.984230], [16.077450, 10.651130, -13.589590], [17.780330, 9.506190, -12.152300], [17.152930, 8.214240, -17.845450], [16.766500, 7.260190, -16.309590], [18.247880, 7.522350, -16.728080], [17.849180, 10.167180, -16.379160], [16.351740, 9.858220, -16.017830], [19.606770, 10.992140, -13.991040], [18.669440, 12.228540, -13.158730], [18.452310, 11.975470, -14.952850], [22.761510, 3.388640, -18.254240], [23.082540, 3.980770, -16.886880], [22.917620, 5.414700, -16.886860], [23.052660, 6.276450, -15.503810], [24.827410, 6.102850, -15.491110], [22.671070, 7.672730, -15.685370], [22.454590, 5.531970, -14.473020], [22.865160, 2.307010, -18.168080], [23.305830, 3.806830, -19.100960], [21.685700, 3.408440, -18.428400], [22.484130, 3.435470, -16.157050], [24.109000, 3.793020, -16.571890], [25.057230, 5.118270, -15.083810], [25.395250, 6.936450, -15.077870], [25.129910, 6.168750, -16.536220], [29.593650, 18.495470, -10.141340], [29.149330, 19.496300, -11.264210], [28.612680, 20.604800, -10.535350], [28.859750, 22.194010, -10.922040], [28.544880, 22.081950, -12.692830], [27.952760, 23.017890, -10.171290], [30.312020, 22.508860, -10.904230], [29.190570, 17.486570, -10.229360], [29.398430, 18.649500, -9.080080], [30.657510, 18.282040, -10.245030], [30.049180, 19.588190, -11.872420], [28.384410, 19.184160, -11.975250], [27.520590, 21.735680, -12.830780], [29.396790, 21.462560, -12.973380], [28.820400, 23.083210, -13.023990], [27.098030, 16.646140, -2.693480], [27.541710, 17.486400, -3.852420], [26.523160, 17.678270, -4.845140], [25.602920, 19.099900, -4.773450], [26.960010, 20.345330, -5.206560], [24.660870, 19.077390, -5.903490], [25.183750, 19.337070, -3.423580], [26.435270, 17.193460, -2.023180], [27.885400, 16.123860, -2.149980], [26.403070, 15.863320, -2.997300], [28.059400, 18.369160, -3.477170], [28.262190, 16.910060, -4.432820], [27.615490, 20.459660, -4.343200], [26.574910, 21.365030, -5.204280], [27.512150, 20.005460, -6.082750], [23.858820, 16.564330, -19.299150], [24.036520, 16.288900, -17.836820], [25.037880, 17.165820, -17.439900], [26.229820, 16.648720, -16.423120], [26.950130, 15.315010, -17.476510], [27.235310, 17.672110, -16.350870], [25.657010, 16.103300, -15.202040], [23.997240, 17.572570, -19.689520], [22.847240, 16.310320, -19.615820], [24.650330, 16.088760, -19.878320], [23.212660, 16.358500, -17.126540], [24.445260, 15.285250, -17.719700], [26.385880, 14.387600, -17.574700], [27.830010, 14.900130, -16.984800], [27.207520, 15.835820, -18.398790], [19.264150, 19.535870, -15.801140], [20.109010, 20.653850, -16.451310], [20.592510, 21.427360, -15.331650], [22.205940, 21.109880, -14.953030], [21.944090, 19.597250, -13.833890], [22.966730, 20.834960, -16.158220], [22.660830, 22.153170, -14.037240], [18.340270, 19.357330, -16.351270], [18.773560, 19.837160, -14.875580], [19.803720, 18.594700, -15.695460], [20.794710, 20.622250, -17.298020], [19.369710, 21.398480, -16.746350], [22.939150, 19.164570, -13.730190], [21.355990, 18.822620, -14.326010], [21.688840, 19.938410, -12.830620], [28.561570, 13.548560, -6.769830], [29.940280, 13.090210, -6.398120], [30.890850, 14.121440, -6.819760], [32.355630, 14.219660, -6.023580], [32.625960, 15.972100, -6.279320], [32.078960, 13.980810, -4.607260], [33.278840, 13.370030, -6.758390], [27.747030, 13.037700, -6.256360], [28.315420, 13.468470, -7.828640], [28.409980, 14.594760, -6.504170], [29.858630, 12.927170, -5.323480], [30.133490, 12.120000, -6.855790], [32.014320, 16.720640, -5.775660], [32.614780, 16.256680, -7.331450], [33.586920, 16.190300, -5.813440], [17.794160, 15.304830, -8.200210], [18.425990, 15.975020, -8.460770], [17.272200, 15.720880, -7.514140], [19.974080, 14.661780, -4.328970], [19.666730, 15.537810, -4.095880], [20.360380, 14.766440, -5.198480]],
  "atomic_forces_ev_per_a": [[0.55, -0.84, -1.00], [-2.25, -2.95, -1.02], [-0.07, 3.46, 1.29], [-1.33, -0.63, -0.30], [0.06, -0.29, 0.38], [2.24, -0.21, 3.11], [0.89, -0.06, -3.18], [0.27, 0.55, 0.77], [-0.34, 0.51, -0.64], [0.15, 0.20, -0.21], [0.50, 0.80, 0.71], [-0.25, 0.37, 0.23], [-0.65, -0.34, -0.02], [-0.05, -0.39, 0.13], [0.26, -0.12, -0.24], [0.98, -1.37, -0.10], [-0.69, 0.92, -1.34], [-0.37, 1.86, 2.76], [2.04, -0.90, 0.28], [-0.40, -1.77, 1.18], [0.00, -0.11, -0.25], [-0.39, 1.38, -3.21], [-0.58, 0.10, 0.22], [-1.23, 0.49, -0.26], [0.89, 0.79, -0.01], [1.37, -0.36, -0.04], [-0.87, -0.78, 0.79], [-0.03, 0.02, -0.10], [-0.27, 0.00, -0.13], [-0.46, -0.28, 0.24], [-0.64, -0.15, 0.52], [0.46, -0.45, 0.06], [-1.34, 0.94, 0.13], [0.99, 1.43, -1.78], [0.51, 0.65, -0.40], [0.59, -2.33, -0.49], [-0.62, -0.89, 1.29], [0.79, -0.07, -0.11], [0.01, -0.10, 0.19], [-0.07, 0.75, -0.17], [-0.41, 0.64, 0.23], [0.23, -0.16, -0.36], [0.16, 0.31, 0.13], [-0.46, -0.20, 0.84], [-0.19, -0.37, -0.08], [0.15, -1.56, -0.69], [0.36, -1.16, 1.39], [0.01, 2.37, 0.20], [2.98, -0.29, -1.10], [0.47, 0.67, 1.55], [0.37, -1.20, -0.41], [-2.74, -0.85, 0.60], [-0.47, -0.05, -0.64], [-0.20, 1.17, -0.29], [0.16, 0.41, 0.13], [0.06, 1.22, 0.15], [-0.21, -0.47, 0.41], [0.31, 0.07, -0.54], [-0.61, -0.38, -0.44], [-0.65, 0.02, -0.31], [-1.64, -0.54, 0.53], [0.88, -1.12, -0.10], [-1.75, 2.34, 0.00], [1.27, 0.40, -2.30], [-0.64, -0.60, 1.30], [1.83, -0.49, 2.37], [0.01, -0.30, -0.42], [0.47, 0.37, 0.33], [0.23, 0.47, -0.05], [0.23, -0.25, -0.58], [-0.38, 0.44, -0.41], [0.31, 0.10, 0.08], [0.21, -0.80, 0.07], [-0.65, -0.28, -0.87], [-0.37, 0.24, 0.01], [-0.76, 0.18, -1.17], [0.27, -0.94, 0.13], [3.08, 1.44, 2.10], [-0.37, -1.22, -0.29], [0.08, 0.18, 0.87], [-1.03, -0.34, -0.18], [0.38, 0.58, -1.47], [-0.20, 0.57, 1.08], [0.20, -0.54, -0.30], [-0.33, -0.77, 0.03], [-0.42, 0.26, -0.52], [-0.43, -0.34, -0.08], [-0.75, 0.56, -0.32], [0.32, 0.78, 0.19], [-0.04, -0.39, -0.02], [-0.15, -0.68, -1.26], [-2.80, 1.63, 1.36], [3.99, -0.04, 0.44], [-0.81, 0.28, 1.95], [1.54, 0.62, -1.23], [-1.12, -0.07, 1.16], [-0.89, -1.30, -1.58], [0.32, -0.34, -0.81], [0.95, 0.37, 0.36], [-0.23, -0.01, 0.15], [0.24, -0.99, 0.49], [-0.26, -0.21, -0.74], [0.23, 0.13, -0.15], [-0.34, 0.48, 0.31], [-0.64, 0.11, -0.45], [-1.00, 0.84, -0.74], [-0.64, -0.17, 0.25], [0.89, -0.35, 1.05], [-2.30, -1.29, 0.29], [0.81, 0.60, -0.03], [0.81, 0.38, -1.86], [-0.78, 1.61, 1.07], [0.35, -0.43, 0.22], [0.29, -0.02, -0.14], [0.21, 0.14, 0.05], [1.02, 0.34, 0.15], [0.53, 0.18, -0.15], [-0.88, -0.94, 0.28], [0.27, -0.51, -0.02], [0.41, -0.36, -0.42], [-0.02, -0.17, -0.09], [0.20, 0.12, -0.10], [-0.17, 0.04, 0.19], [-0.05, -0.15, 0.17], [-0.07, 0.20, 0.10], [0.13, -0.06, -0.29]],
  "mol_weight_g_mol": 1029.32,
  "smiles": "CCOS(C)(=O)=O.CCOS(C)(=O)=O.CCOS(C)(=O)=O.CCOS(C)(=O)=O.CCOS(C)(=O)=O.CCOS(C)(=O)=O.CCOS(C)(=O)=O.CCOS(C)(=O)=O.O.O",
  "charge": 0,
  "max_force_ev_per_a": 4.01,
  "homo_lumo_gap_ev": 10.6
}